w | ORCA calculation (the ωB97M-V functional and the def2-TZVPD basis) on a 11-piece molecular cluster, C44H88O11 overall.

Computed properties:
LUMO energy   0.45 eV
Orbital gap   0.361 hartree
Structure (SMILES)   C1CCOC1.C1CCOC1.C1CCOC1.C1CCOC1.C1CCOC1.C1CCOC1.C1CCOC1.C1CCOC1.C1CCOC1.C1CCOC1.C1CCOC1
HOMO   -9.365 eV

Last columns: bonded neighbours and bond lengths (Å).
CARTESIAN COORDINATES (ANGSTROEM)
1 O 5.388 -3.907 2.218  C14 1.405, C40 1.418
2 O 1.038 -6.702 0.718  C51 1.438, C53 1.411
3 O -3.311 2.135 -4.256  C27 1.438, C44 1.388
4 O 0.453 1.939 6.656  C45 1.424, C47 1.405
5 O -3.849 4.683 1.680  C25 1.412, C46 1.402
6 O -1.307 -2.854 2.251  C26 1.430, C50 1.471
7 O -0.950 -1.686 -3.723  C30 1.438, C54 1.434
8 O 1.509 6.911 0.654  C20 1.420, C31 1.376
9 O 1.313 3.025 -4.580  C29 1.482, C38 1.429
10 O 3.820 -0.915 -4.002  C13 1.438, C22 1.417
11 O -1.604 0.697 0.665  C32 1.450, C34 1.429
12 C 3.599 -2.461 -2.269  C22 1.507, C37 1.492, H60 1.090, H143 1.090
13 C 3.813 -0.144 -2.788  O10 1.438, C37 1.526, H110 1.090, H127 1.090
14 C 4.932 -2.743 1.578  O1 1.405, C49 1.515, H111 1.090, H138 1.090
15 C 0.356 -2.534 -5.425  C24 1.497, C54 1.485, H87 1.090, H131 1.090
16 C 0.407 -4.603 -0.117  C35 1.536, C51 1.526, H68 1.090, H112 1.090
17 C -3.194 -2.947 3.632  C26 1.494, C39 1.519, H73 1.090, H104 1.090
18 C 1.154 4.678 1.306  C20 1.527, C43 1.503, H88 1.090, H101 1.090
19 C -1.700 1.639 5.866  C41 1.523, C45 1.533, H77 1.090, H124 1.090
20 C 2.198 5.680 0.819  O8 1.420, C18 1.527, H91 1.090, H123 1.090
21 C -3.125 1.808 -6.585  C27 1.491, C55 1.507, H82 1.090, H122 1.090
22 C 3.913 -2.304 -3.734  O10 1.417, C12 1.507, H93 1.090, H102 1.090
23 C -3.954 3.546 3.619  C25 1.526, C42 1.479, H79 1.090, H107 1.090
24 C -0.145 -3.711 -4.646  C15 1.497, C30 1.541, H84 1.090, H97 1.090
25 C -3.990 4.964 3.057  O5 1.412, C23 1.526, H71 1.090, H135 1.090
26 C -2.662 -2.407 2.344  O6 1.430, C17 1.494, H121 1.090, H125 1.090
27 C -3.666 2.707 -5.526  O3 1.438, C21 1.491, H72 1.090, H109 1.090
28 C 0.556 3.081 -2.379  C38 1.507, C48 1.517, H86 1.090, H118 1.090
29 C 1.861 4.256 -3.963  O9 1.482, C48 1.539, H75 1.090, H106 1.090
30 C -1.213 -3.100 -3.717  O7 1.438, C24 1.541, H65 1.090, H74 1.090
31 C 0.326 6.944 1.356  O8 1.376, C43 1.564, H57 1.090, H137 1.090
32 C -1.617 -0.210 -0.466  O11 1.450, C33 1.575, H89 1.090, H132 1.090
33 C -0.078 -0.368 -0.765  C32 1.575, C52 1.514, H80 1.090, H92 1.090
34 C -0.354 0.773 1.354  O11 1.429, C52 1.559, H98 1.090, H126 1.090
35 C 0.850 -5.484 -1.294  C16 1.536, C53 1.510, H96 1.090, H139 1.090
36 C 3.047 -3.878 2.395  C40 1.564, C49 1.483, H67 1.090, H117 1.090
37 C 4.138 -1.183 -1.719  C12 1.492, C13 1.526, H136 1.090, H141 1.090
38 C 0.253 2.543 -3.753  O9 1.429, C28 1.507, H56 1.090, H105 1.090
39 C -1.995 -2.998 4.564  C17 1.519, C50 1.574, H90 1.090, H116 1.090
40 C 4.315 -4.786 2.514  O1 1.418, C36 1.564, H58 1.090, H129 1.090
41 C -1.729 1.462 7.378  C19 1.523, C47 1.498, H69 1.090, H142 1.090
42 C -2.942 2.884 2.770  C23 1.479, C46 1.500, H59 1.090, H78 1.090
43 C -0.120 5.452 1.498  C18 1.503, C31 1.564, H70 1.090, H76 1.090
44 C -3.159 0.766 -4.421  O3 1.388, C55 1.526, H83 1.090, H114 1.090
45 C -0.225 1.395 5.528  O4 1.424, C19 1.533, H94 1.090, H115 1.090
46 C -3.343 3.401 1.420  O5 1.402, C42 1.500, H85 1.090, H134 1.090
47 C -0.424 2.101 7.741  O4 1.405, C41 1.498, H108 1.090, H133 1.090
48 C 1.015 4.491 -2.699  C28 1.517, C29 1.539, H62 1.090, H95 1.090
49 C 3.460 -2.969 1.299  C14 1.515, C36 1.483, H66 1.090, H103 1.090
50 C -0.765 -2.746 3.614  O6 1.471, C39 1.574, H61 1.090, H140 1.090
51 C 0.069 -5.661 0.930  O2 1.438, C16 1.526, H64 1.090, H113 1.090
52 C 0.542 -0.265 0.612  C33 1.514, C34 1.559, H99 1.090, H119 1.090
53 C 1.494 -6.669 -0.617  O2 1.411, C35 1.510, H100 1.090, H120 1.090
54 C 0.274 -1.437 -4.428  O7 1.434, C15 1.485, H81 1.090, H130 1.090
55 C -2.426 0.758 -5.759  C21 1.507, C44 1.526, H63 1.090, H128 1.090
56 H -0.681 2.946 -4.145  C38 1.090
57 H -0.304 7.637 0.797  C31 1.090
58 H 4.343 -5.248 3.501  C40 1.090
59 H -2.989 1.795 2.805  C42 1.090
60 H 4.151 -3.327 -1.902  C12 1.090
61 H 0.068 -3.438 3.730  C50 1.090
62 H 1.601 4.965 -1.911  C48 1.090
63 H -1.374 0.989 -5.594  C55 1.090
64 H -0.916 -6.119 0.843  C51 1.090
65 H -2.230 -3.282 -4.066  C30 1.090
66 H 2.848 -2.067 1.271  C49 1.090
67 H 2.176 -4.485 2.146  C36 1.090
68 H 1.231 -3.952 0.176  C16 1.090
69 H -2.590 1.930 7.856  C41 1.090
70 H -0.805 5.235 0.678  C43 1.090
71 H -4.970 5.375 3.297  C25 1.090
72 H -4.738 2.845 -5.669  C27 1.090
73 H -4.027 -2.349 4.001  C17 1.090
74 H -1.104 -3.483 -2.703  C30 1.090
75 H 1.635 5.056 -4.667  C29 1.090
76 H -0.601 5.295 2.464  C43 1.090
77 H -2.311 0.916 5.325  C19 1.090
78 H -1.960 3.230 3.092  C42 1.090
79 H -4.952 3.109 3.593  C23 1.090
80 H 0.253 -1.302 -1.220  C33 1.090
81 H 1.112 -1.609 -3.753  C54 1.090
82 H -3.898 1.381 -7.224  C21 1.090
83 H -4.142 0.300 -4.495  C44 1.090
84 H 0.735 -4.143 -4.169  C24 1.090
85 H -2.538 3.410 0.685  C46 1.090
86 H 1.414 2.649 -1.863  C28 1.090
87 H -0.285 -2.330 -6.283  C15 1.090
88 H 1.375 4.301 2.305  C18 1.090
89 H -2.095 -1.120 -0.104  C32 1.090
90 H -2.041 -4.028 4.916  C39 1.090
91 H 2.991 5.831 1.551  C20 1.090
92 H 0.214 0.482 -1.382  C33 1.090
93 H 4.938 -2.640 -3.893  C22 1.090
94 H 0.037 1.887 4.591  C45 1.090
95 H 0.194 5.198 -2.822  C48 1.090
96 H 0.009 -5.878 -1.866  C35 1.090
97 H -0.545 -4.471 -5.317  C24 1.090
98 H -0.550 0.486 2.387  C34 1.090
99 H 1.587 0.027 0.513  C52 1.090
100 H 2.562 -6.459 -0.560  C53 1.090
101 H 1.071 3.765 0.716  C18 1.090
102 H 3.210 -2.864 -4.350  C22 1.090
103 H 3.260 -3.500 0.369  C49 1.090
104 H -3.542 -3.962 3.437  C17 1.090
105 H 0.148 1.459 -3.803  C38 1.090
106 H 2.930 4.133 -3.789  C29 1.090
107 H -3.751 3.573 4.690  C23 1.090
108 H 0.035 1.712 8.649  C47 1.090
109 H -3.241 3.704 -5.639  C27 1.090
110 H 2.800 0.247 -2.696  C13 1.090
111 H 5.059 -1.935 2.298  C14 1.090
112 H -0.444 -3.961 -0.345  C16 1.090
113 H 0.223 -5.272 1.936  C51 1.090
114 H -2.555 0.396 -3.592  C44 1.090
115 H -0.054 0.321 5.450  C45 1.090
116 H -2.058 -2.300 5.399  C39 1.090
117 H 2.965 -3.268 3.295  C36 1.090
118 H -0.337 2.984 -1.762  C28 1.090
119 H 0.472 -1.206 1.158  C52 1.090
120 H 1.263 -7.607 -1.123  C53 1.090
121 H -2.631 -1.319 2.287  C26 1.090
122 H -2.418 2.343 -7.219  C21 1.090
123 H 2.652 5.281 -0.088  C20 1.090
124 H -2.000 2.666 5.655  C19 1.090
125 H -3.192 -2.708 1.440  C26 1.090
126 H 0.026 1.778 1.169  C34 1.090
127 H 4.620 0.589 -2.778  C13 1.090
128 H -2.443 -0.244 -6.188  C55 1.090
129 H 4.215 -5.603 1.800  C40 1.090
130 H 0.355 -0.437 -4.854  C54 1.090
131 H 1.349 -2.699 -5.844  C15 1.090
132 H -2.136 0.109 -1.370  C32 1.090
133 H -0.574 3.163 7.935  C47 1.090
134 H -4.156 2.774 1.055  C46 1.090
135 H -3.200 5.540 3.539  C25 1.090
136 H 3.755 -0.958 -0.724  C37 1.090
137 H 0.544 7.352 2.343  C31 1.090
138 H 5.480 -2.510 0.665  C14 1.090
139 H 1.497 -5.001 -2.027  C35 1.090
140 H -0.353 -1.738 3.653  C50 1.090
141 H 5.227 -1.226 -1.707  C37 1.090
142 H -1.677 0.427 7.718  C41 1.090
143 H 2.534 -2.591 -2.077  C12 1.090

Atom charges from the Mulliken analysis, given in e for atoms 1 to 8: atom 1 (O): -0.455, atom 2 (O): -0.457, atom 3 (O): -0.393, atom 4 (O): -0.486, atom 5 (O): -0.456, atom 6 (O): 0.095, atom 7 (O): -0.174, atom 8 (O): -0.419



x | ORCA calculation (the ωB97M-V functional and the def2-TZVPD basis) on a 11-piece molecular cluster, C44H88O11 overall.

Computed properties:
LUMO energy   0.65 eV
Orbital gap   0.361 hartree
Structure (SMILES)   C1CCOC1.C1CCOC1.C1CCOC1.C1CCOC1.C1CCOC1.C1CCOC1.C1CCOC1.C1CCOC1.C1CCOC1.C1CCOC1.C1CCOC1
HOMO   -9.167 eV

Last columns: bonded neighbours and bond lengths (Å).
CARTESIAN COORDINATES (ANGSTROEM)
1 O 0.318 -2.690 3.245  C23 1.429, C24 1.425
2 O 2.204 3.339 2.120  C35 1.442, C48 1.405
3 O 1.360 -0.387 -0.098  C33 1.431, C37 1.436
4 O -1.146 2.137 -4.276  C18 1.431, C44 1.437
5 O -2.512 -2.836 -2.874  C17 1.444, C38 1.424
6 O -4.846 1.088 3.243  C12 1.420, C32 1.412
7 O -2.348 4.789 -0.749  C16 1.420, C45 1.409
8 O 6.015 1.394 4.242  C26 1.441, C49 1.428
9 O -3.762 -4.375 2.842  C41 1.432, C43 1.429
10 O 5.165 -0.390 -1.221  C15 1.433, C42 1.441
11 O 0.177 -1.985 -5.623  C28 1.441, C47 1.435
12 C -4.976 -0.273 2.857  O6 1.420, C55 1.528, H80 1.093, H81 1.093
13 C -3.003 3.062 0.679  C45 1.529, C51 1.515, H67 1.089, H142 1.096
14 C 2.235 -3.125 -5.623  C27 1.496, C28 1.536, H62 1.095, H133 1.101
15 C 6.260 -1.059 -1.860  O10 1.433, C29 1.547, H129 1.090, H136 1.090
16 C -3.768 4.829 -0.771  O7 1.420, C51 1.542, H59 1.096, H76 1.088
17 C -3.709 -3.395 -3.455  O5 1.444, C25 1.515, H86 1.095, H98 1.090
18 C -0.219 1.056 -4.405  O4 1.431, C20 1.521, H71 1.092, H125 1.089
19 C 1.464 5.556 2.384  C31 1.503, C35 1.540, H60 1.090, H114 1.094
20 C 1.005 1.499 -3.619  C18 1.521, C34 1.526, H74 1.091, H123 1.093
21 C -6.589 1.106 1.635  C32 1.540, C55 1.541, H79 1.091, H130 1.089
22 C 4.665 -0.296 -3.481  C29 1.508, C42 1.505, H72 1.093, H115 1.094
23 C 1.551 -3.174 2.710  O1 1.429, C36 1.526, H127 1.092, H141 1.097
24 C 0.570 -2.413 4.620  O1 1.425, C30 1.540, H91 1.096, H139 1.093
25 C -4.652 -2.214 -3.559  C17 1.515, C39 1.517, H77 1.090, H92 1.091
26 C 5.012 1.165 3.233  O8 1.441, C50 1.542, H87 1.087, H117 1.099
27 C 1.788 -2.943 -4.208  C14 1.496, C47 1.526, H106 1.090, H126 1.090
28 C 1.361 -2.151 -6.427  O11 1.441, C14 1.536, H89 1.090, H93 1.091
29 C 5.889 -1.169 -3.358  C15 1.547, C22 1.508, H90 1.094, H137 1.087
30 C 2.050 -1.993 4.696  C24 1.540, C36 1.529, H85 1.091, H118 1.090
31 C 0.898 4.694 3.477  C19 1.503, C48 1.522, H116 1.092, H143 1.093
32 C -6.031 1.775 2.904  O6 1.412, C21 1.540, H68 1.093, H134 1.096
33 C 1.620 0.628 0.876  O3 1.431, C54 1.515, H75 1.096, H95 1.092
34 C 0.349 2.301 -2.498  C20 1.526, C44 1.527, H64 1.091, H110 1.092
35 C 2.053 4.561 1.369  O2 1.442, C19 1.540, H61 1.089, H111 1.090
36 C 2.555 -2.166 3.263  C23 1.526, C30 1.529, H108 1.092, H132 1.089
37 C 0.008 -0.862 0.005  O3 1.436, C40 1.527, H66 1.088, H102 1.097
38 C -2.774 -1.598 -2.223  O5 1.424, C39 1.549, H88 1.086, H97 1.093
39 C -4.309 -1.417 -2.314  C25 1.517, C38 1.549, H83 1.087, H104 1.095
40 C -0.702 0.244 0.782  C37 1.527, C54 1.512, H96 1.091, H140 1.091
41 C -4.514 -4.896 1.742  O9 1.432, C46 1.517, H63 1.088, H78 1.096
42 C 4.035 -0.346 -2.115  O10 1.441, C22 1.505, H73 1.089, H105 1.096
43 C -2.709 -3.542 2.354  O9 1.429, C52 1.540, H82 1.089, H128 1.088
44 C -0.741 3.059 -3.251  O4 1.437, C34 1.527, H69 1.095, H112 1.088
45 C -1.854 4.001 0.309  O7 1.409, C13 1.529, H84 1.090, H103 1.103
46 C -4.510 -3.754 0.743  C41 1.517, C52 1.526, H94 1.095, H109 1.090
47 C 0.287 -2.800 -4.447  O11 1.435, C27 1.526, H122 1.088, H138 1.092
48 C 1.877 3.529 3.473  O2 1.405, C31 1.522, H113 1.097, H120 1.102
49 C 7.252 1.276 3.539  O8 1.428, C53 1.510, H56 1.087, H135 1.100
50 C 5.602 0.049 2.348  C26 1.542, C53 1.524, H99 1.090, H121 1.091
51 C -4.189 3.974 0.441  C13 1.515, C16 1.542, H100 1.090, H119 1.094
52 C -3.141 -3.111 0.940  C43 1.540, C46 1.526, H70 1.091, H124 1.092
53 C 7.099 0.077 2.634  C49 1.510, C50 1.524, H57 1.090, H65 1.090
54 C 0.378 0.694 1.740  C33 1.515, C40 1.512, H101 1.093, H107 1.090
55 C -5.818 -0.228 1.583  C12 1.528, C21 1.541, H58 1.093, H131 1.090
56 H 8.073 1.226 4.250  C49 1.087
57 H 7.675 0.190 1.715  C53 1.090
58 H -5.146 -0.212 0.721  C55 1.093
59 H -4.149 4.304 -1.654  C16 1.096
60 H 0.745 6.251 1.950  C19 1.090
61 H 3.070 4.831 1.087  C35 1.089
62 H 2.245 -4.154 -5.996  C14 1.095
63 H -5.499 -5.185 2.102  C41 1.088
64 H 1.007 2.995 -1.973  C34 1.091
65 H 7.389 -0.833 3.159  C53 1.090
66 H -0.310 -1.044 -1.019  C37 1.088
67 H -2.972 2.643 1.684  C13 1.089
68 H -5.760 2.818 2.720  C32 1.093
69 H -0.323 3.968 -3.695  C44 1.095
70 H -2.403 -3.457 0.215  C52 1.091
71 H -0.606 0.124 -3.990  C18 1.092
72 H 3.967 -0.585 -4.271  C22 1.093
73 H 3.412 0.501 -1.833  C42 1.089
74 H 1.680 2.146 -4.182  C20 1.091
75 H 1.748 1.556 0.308  C33 1.096
76 H -4.137 5.853 -0.766  C16 1.088
77 H -5.707 -2.485 -3.604  C25 1.090
78 H -4.024 -5.800 1.361  C41 1.096
79 H -7.661 0.909 1.587  C21 1.091
80 H -3.978 -0.651 2.620  C12 1.093
81 H -5.342 -0.908 3.668  C12 1.093
82 H -2.686 -2.680 3.019  C43 1.089
83 H -4.665 -0.392 -2.232  C39 1.087
84 H -0.888 3.563 0.058  C45 1.090
85 H 2.511 -2.694 5.393  C30 1.091
86 H -4.012 -4.219 -2.801  C17 1.095
87 H 4.056 0.941 3.699  C26 1.087
88 H -2.458 -1.671 -1.186  C38 1.086
89 H 1.833 -1.174 -6.531  C28 1.090
90 H 5.622 -2.211 -3.555  C29 1.094
91 H 0.359 -3.284 5.250  C24 1.096
92 H -4.380 -1.656 -4.456  C25 1.091
93 H 1.173 -2.583 -7.411  C28 1.091
94 H -4.615 -4.123 -0.282  C46 1.095
95 H 2.545 0.431 1.422  C33 1.092
96 H -0.914 1.035 0.061  C40 1.091
97 H -2.220 -0.817 -2.749  C38 1.093
98 H -3.399 -3.832 -4.405  C17 1.090
99 H 5.305 0.210 1.312  C50 1.090
100 H -5.112 3.420 0.269  C51 1.090
101 H 0.493 0.020 2.593  C54 1.093
102 H 0.006 -1.804 0.567  C37 1.097
103 H -1.681 4.611 1.212  C45 1.103
104 H -4.622 -1.931 -1.399  C39 1.095
105 H 3.419 -1.231 -1.915  C42 1.096
106 H 1.947 -3.828 -3.592  C27 1.090
107 H 0.280 1.721 2.092  C54 1.090
108 H 3.590 -2.511 3.232  C36 1.092
109 H -5.379 -3.119 0.919  C46 1.090
110 H -0.144 1.608 -1.812  C34 1.092
111 H 1.389 4.429 0.514  C35 1.090
112 H -1.593 3.326 -2.629  C44 1.088
113 H 1.483 2.670 4.029  C48 1.097
114 H 2.297 6.118 2.816  C19 1.094
115 H 4.991 0.723 -3.710  C22 1.094
116 H 0.904 5.185 4.453  C31 1.092
117 H 5.002 2.122 2.692  C26 1.099
118 H 2.152 -0.997 5.124  C30 1.090
119 H -4.352 4.603 1.321  C51 1.094
120 H 2.777 3.733 4.075  C48 1.102
121 H 5.196 -0.893 2.720  C50 1.091
122 H -0.223 -2.252 -3.658  C47 1.088
123 H 1.574 0.682 -3.169  C20 1.093
124 H -3.231 -2.029 0.828  C52 1.092
125 H 0.007 0.923 -5.462  C18 1.089
126 H 2.244 -2.036 -3.811  C27 1.090
127 H 1.416 -3.166 1.626  C23 1.092
128 H -1.753 -4.061 2.326  C43 1.088
129 H 7.145 -0.436 -1.732  C15 1.090
130 H -6.402 1.684 0.730  C21 1.089
131 H -6.426 -1.123 1.441  C55 1.090
132 H 2.556 -1.264 2.653  C36 1.089
133 H 3.299 -2.905 -5.805  C14 1.101
134 H -6.744 1.837 3.734  C32 1.096
135 H 7.356 2.175 2.914  C49 1.100
136 H 6.371 -2.037 -1.391  C15 1.090
137 H 6.705 -0.877 -4.015  C29 1.087
138 H -0.174 -3.785 -4.550  C47 1.092
139 H -0.163 -1.647 4.884  C24 1.093
140 H -1.594 -0.137 1.282  C40 1.091
141 H 1.695 -4.227 2.981  C23 1.097
142 H -3.012 2.214 -0.016  C13 1.096
143 H -0.127 4.359 3.296  C31 1.093

Atom charges from the Mulliken analysis, given in e for atoms 1 to 8: atom 1 (O): -0.130, atom 2 (O): -0.138, atom 3 (O): -0.261, atom 4 (O): -0.538, atom 5 (O): -0.404, atom 6 (O): -0.421, atom 7 (O): -0.446, atom 8 (O): -0.498



x is favored, and the nearest alternative lies 0.0414 hartree above it.